Record 1
21
Properties=species:S:1:pos:R:3:lowdin_charge:R:1 method="wB97M-V/def2-TZVPD" relative_energy_ev=3.748 orbital_gap_ev="8.49 / 6.46"
C 2.204 -1.234 -1.584 -0.118
C 1.927 0.109 -1.359 -0.197
C 2.632 -1.990 -0.526 -0.139
C 2.235 0.701 -0.107 -0.121
C 2.787 -1.489 0.740 -0.148
C 2.592 -0.179 0.860 0.019
C -2.403 1.895 1.404 -0.196
C -3.110 0.752 0.639 -0.467
P -1.696 -0.345 -0.047 0.042
S -1.055 0.610 -1.667 0.262
Cl -2.591 -1.992 -0.631 0.201
H 2.129 -1.704 -2.605 0.126
H 1.478 0.711 -2.136 0.039
H 2.572 -3.148 -0.580 0.136
H 1.806 1.733 0.089 0.120
H 2.800 -2.323 1.482 0.118
H -3.215 2.459 1.832 0.066
H -1.751 1.714 2.216 0.058
H -1.899 2.513 0.731 0.029
H -3.786 1.033 -0.211 0.083
H -3.658 0.176 1.458 0.087

Record 2
24
Properties=species:S:1:pos:R:3:lowdin_charge:R:1 method="wB97M-V/def2-TZVPD" relative_energy_ev=0.280 orbital_gap_ev=9.47
C -2.765 -1.805 1.306 -0.229
C -1.870 -0.741 1.327 -0.113
C -3.292 -2.129 0.096 -0.379
C -1.640 -0.254 0.030 -0.454
C 1.294 -0.674 -0.227 -0.023
C 1.511 1.732 -0.314 -0.078
C -0.780 0.834 -0.540 -0.433
C -1.233 2.482 0.292 -0.449
N 0.562 0.656 -0.074 -0.197
O -0.929 1.018 -1.888 0.015
F -0.714 2.759 1.481 0.147
F -0.964 3.512 -0.553 0.082
F -2.584 2.680 0.408 0.089
S -2.607 -1.100 -1.150 1.063
H -2.904 -2.545 2.169 0.133
H -1.221 -0.562 2.200 0.129
H -3.956 -2.907 -0.248 0.059
H 2.020 -0.800 0.505 0.055
H 0.562 -1.535 -0.124 0.108
H 1.822 -0.610 -1.141 0.060
H 1.490 2.201 0.708 0.099
H 2.490 1.329 -0.768 0.111
H 1.092 2.468 -1.049 0.088
H -1.248 1.909 -2.082 0.115

Record 3
23
Properties=species:S:1:pos:R:3:lowdin_charge:R:1 method="wB97M-V/def2-TZVPD" relative_energy_ev=0.942 orbital_gap_ev=6.13 charge=-1
C 1.199 -1.756 0.161 -0.220
C -0.036 -2.085 0.788 -0.239
C -0.155 -1.293 1.965 -0.209
C 0.999 -0.467 2.060 -0.218
C 1.836 -0.749 0.941 -0.214
Tl -0.140 0.200 0.066 0.860
N 0.487 0.998 -1.485 -0.258
C -0.634 0.407 -2.304 -0.411
C -1.543 -0.426 -1.365 -0.256
H -1.003 -1.294 2.652 0.100
H -0.764 -2.813 0.430 0.098
H 1.195 0.278 2.833 0.105
H 2.787 -0.265 0.713 0.105
H 1.572 -2.167 -0.779 0.104
H -1.624 -1.478 -1.673 0.032
H -1.201 1.226 -2.793 0.077
H 1.224 1.419 -2.052 0.029
H -2.537 0.021 -1.214 0.023
H -0.208 -0.242 -3.095 0.075
F -0.880 2.240 2.176 -0.018
C -0.333 2.302 0.909 -0.568
F -1.155 3.055 0.092 0.002
F 0.915 2.890 0.975 0.001

Record 4
28
Properties=species:S:1:pos:R:3:lowdin_charge:R:1 method="wB97M-V/def2-TZVPD" relative_energy_ev=0.000 orbital_gap_ev=9.46
Tl -0.958 -0.868 -1.118 0.985
F -2.292 -0.375 2.066 -0.388
Te -1.162 1.105 1.968 1.710
F -0.125 0.490 3.384 -0.364
F -2.253 1.841 3.278 -0.352
F -2.341 1.869 0.738 -0.384
F -0.218 2.714 2.023 -0.363
O -0.104 0.363 0.714 -0.790
C 1.062 5.501 -2.168 -0.045
C 1.475 4.110 -1.778 -0.259
C 1.773 3.795 -0.458 -0.024
C 2.120 2.501 -0.096 -0.082
C 2.184 1.523 -1.070 -0.417
C 1.895 1.812 -2.397 -0.073
C 1.545 3.103 -2.743 -0.031
S 2.487 -0.157 -0.572 0.930
C 4.059 -0.401 -1.401 -0.229
O 1.530 -1.011 -1.387 -0.716
H 0.856 6.111 -1.290 0.078
H 0.164 5.480 -2.787 0.083
H 1.848 5.991 -2.745 0.085
H 1.684 4.555 0.307 0.120
H 2.282 2.245 0.944 0.115
H 1.910 1.024 -3.141 0.114
H 1.302 3.336 -3.773 0.118
H 3.935 -0.213 -2.466 0.058
H 4.363 -1.431 -1.226 0.056
H 4.784 0.287 -0.966 0.064

Record 5
23
Properties=species:S:1:pos:R:3:mulliken_spin:R:1 method="wB97M-V/def2-TZVPD" relative_energy_ev=0.574 orbital_gap_ev="6.10 / 6.46" multiplicity=3 charge=+1 s2=2.023
C 3.319 -0.510 -0.730 0.480
C 3.134 0.616 0.083 0.051
C 2.343 -1.482 -0.773 0.010
C 2.023 0.725 0.813 0.239
C 1.151 -1.232 -0.097 0.319
C 0.892 -0.090 0.690 0.267
C -0.446 0.164 1.140 0.104
C -2.757 -0.552 0.519 0.012
N -0.890 1.095 1.791 0.445
N -1.493 -0.822 0.731 -0.008
O -3.013 -0.089 -1.939 0.000
O -3.277 0.532 0.898 0.007
F -3.589 -1.524 0.190 0.001
H 4.138 -0.514 -1.400 0.022
H 3.828 1.452 0.098 0.000
H 2.520 -2.487 -1.296 0.002
H 1.956 1.613 1.406 0.030
H 0.539 -2.145 -0.112 0.032
H -0.332 1.905 2.099 -0.008
H -3.904 -0.149 -2.339 0.000
H -1.197 -1.798 0.473 -0.004
H -2.350 -0.196 -2.644 0.000
H -4.113 0.718 0.500 0.000

Record 6
21
Properties=species:S:1:pos:R:3:lowdin_charge:R:1 method="wB97M-V/def2-TZVPD" relative_energy_ev=0.478 orbital_gap_ev=9.64 smiles=CCP(F)c1ccccc1O
C 2.675 0.694 0.185 -0.170
C 1.945 1.184 1.395 -0.416
P 0.575 0.043 2.065 0.976
F 1.390 -1.330 1.824 -0.330
C -0.536 -0.160 0.520 -0.246
C -1.130 -1.396 0.754 -0.115
C -2.165 -1.824 -0.174 -0.106
C -2.494 -1.183 -1.299 -0.094
C -1.825 0.053 -1.514 -0.066
C -0.904 0.608 -0.696 -0.273
O -0.448 1.881 -1.046 0.033
H 1.957 0.897 -0.672 0.080
H 3.712 1.050 0.072 0.076
H 2.778 -0.374 0.016 0.055
H 1.415 2.030 1.188 0.014
H 2.619 1.442 2.287 0.093
H -0.921 -1.958 1.662 0.085
H -2.582 -2.771 -0.123 0.074
H -3.144 -1.599 -2.153 0.140
H -1.996 0.642 -2.461 0.129
H -0.921 2.073 -1.831 0.063

Record 7
29
Properties=species:S:1:pos:R:3:lowdin_charge:R:1 method="wB97M-V/def2-TZVPD" orbital_gap_ev=9.86 charge=+2
Hf 0.252 -0.018 1.576 1.905
O 0.111 -3.412 -1.049 0.276
C -0.169 -2.429 -0.280 -0.403
O 0.664 -1.595 0.123 0.010
C -1.603 -2.321 0.153 -0.020
O -1.664 -1.178 1.006 -0.237
C -2.650 -1.221 2.089 -0.002
C -1.967 -0.856 3.410 -0.506
O -2.533 -0.870 4.442 0.226
O -0.667 -0.483 3.226 -0.158
H 1.058 -3.464 -1.286 0.196
H -1.879 -3.233 0.690 0.175
H -2.259 -2.210 -0.713 0.178
H -3.088 -2.214 2.158 0.155
H -3.430 -0.494 1.870 0.159
O -1.128 3.977 0.873 0.277
C -0.519 2.853 0.833 -0.403
O -0.865 1.847 1.484 0.009
C 0.693 2.791 -0.052 -0.020
O 1.196 1.460 0.068 -0.236
C 2.648 1.296 -0.046 -0.003
C 3.168 0.506 1.158 -0.507
O 4.313 0.284 1.323 0.225
O 2.155 0.076 1.965 -0.158
H -1.893 3.982 1.482 0.197
H 0.425 3.026 -1.085 0.178
H 1.421 3.527 0.300 0.175
H 2.856 0.745 -0.961 0.158
H 3.132 2.269 -0.091 0.155

Record 8
21
Properties=species:S:1:pos:R:3:lowdin_charge:R:1 method="wB97M-V/def2-TZVPD" orbital_gap_ev=3.35 charge=-2
C -0.716 1.479 -0.250 -0.198
C 0.628 1.916 -0.397 -0.227
C 1.130 2.247 0.894 -0.292
C 0.091 1.999 1.842 -0.322
C -1.047 1.512 1.131 -0.238
Sr 1.021 -0.600 1.365 0.938
C 1.111 -1.492 -1.425 -0.249
C -0.234 -1.868 -1.120 -0.730
C -1.204 -2.094 -2.105 -0.140
N -0.587 -1.958 0.255 -0.261
H 2.109 2.677 1.110 0.060
H 1.155 2.035 -1.344 0.072
H 0.149 2.164 2.918 0.059
H -2.020 1.270 1.560 0.074
H -1.393 1.215 -1.064 0.077
H 1.286 -0.893 -2.315 -0.024
H -1.557 -2.249 0.378 -0.027
H 1.955 -1.961 -0.906 -0.058
H -0.901 -1.991 -3.142 -0.032
H -2.214 -2.381 -1.829 -0.036
I 1.237 -1.026 4.442 -0.447

Record 9
20
Properties=species:S:1:pos:R:3:lowdin_charge:R:1 method="wB97M-V/def2-TZVPD" relative_energy_ev=3.589 orbital_gap_ev=7.83
C 1.589 -1.556 0.676 -0.038
C 1.205 -0.166 0.668 -0.411
N 0.122 0.352 1.030 0.079
C -1.140 -0.143 1.424 -0.137
C -2.270 0.398 0.957 -0.104
C -2.260 1.343 -0.141 -0.135
C -1.197 1.606 -0.900 -0.176
N -0.310 0.796 -1.542 0.089
C 0.921 0.536 -1.521 -0.143
C 1.860 0.762 -0.347 -0.109
H 1.856 -2.037 1.576 0.054
H 2.595 -1.685 0.094 0.113
H 0.630 -2.126 0.274 0.141
H -1.213 -0.890 2.162 0.083
H -3.299 0.044 1.240 0.114
H -3.061 2.147 -0.224 0.114
H -1.179 2.563 -1.355 0.106
H 1.343 -0.222 -2.233 0.126
H 2.851 0.349 -0.662 0.107
H 1.768 1.791 0.055 0.128

Record 10
22
Properties=species:S:1:pos:R:3:lowdin_charge:R:1 method="wB97M-V/def2-TZVPD" relative_energy_ev=5.924 orbital_gap_ev=9.01
C 2.604 0.169 0.383 -0.210
C -0.808 -1.325 0.689 -0.048
C 1.212 -0.095 0.165 -0.153
C 0.576 -1.015 0.893 -0.229
C -1.679 -0.490 0.167 -0.043
C 0.604 0.923 -0.784 -0.447
C 1.279 -1.838 1.984 -0.020
C -1.536 1.997 -1.193 -0.132
N 3.722 0.407 0.478 0.167
N -0.570 1.395 -0.263 0.023
O -2.938 -0.394 -0.271 0.066
O 0.374 0.370 -2.094 -0.032
H -1.060 -2.344 0.882 0.117
H 1.360 1.765 -0.880 0.169
H 1.142 -1.406 3.024 0.110
H 2.388 -1.721 1.769 0.090
H 0.836 -2.831 2.113 0.075
H -2.345 2.299 -0.429 0.123
H -1.048 2.799 -1.603 0.059
H -1.965 1.473 -2.031 0.074
H -2.940 0.405 -0.897 0.112
H 0.791 -0.541 -2.101 0.127

Record 11
23
Properties=species:S:1:pos:R:3:lowdin_charge:R:1 method="wB97M-V/def2-TZVPD" relative_energy_ev=5.033 orbital_gap_ev=8.99
C -2.495 0.403 -0.729 0.165
C -2.361 -0.181 0.320 -0.057
C 1.536 -1.515 1.526 -0.119
C 0.270 -1.848 1.818 -0.073
C 0.251 0.203 1.300 -0.116
C -2.737 -1.624 2.270 0.111
C 1.658 1.878 -3.453 -0.241
C -1.933 -0.876 1.484 -0.333
N 1.552 -0.174 1.215 0.048
N -0.589 -0.798 1.586 -0.036
O 2.287 0.927 -1.168 -0.327
O 0.416 2.526 -1.245 -0.492
S 0.884 1.328 -1.916 0.777
H -2.397 0.872 -1.652 0.025
H 2.481 -1.984 1.597 0.099
H -0.073 -2.864 2.174 0.142
H -0.128 1.148 1.116 0.113
H -3.771 -1.774 2.094 0.055
H -2.541 -1.987 3.318 0.095
H 2.230 0.487 -0.303 -0.007
H 2.268 0.981 -3.846 0.086
H 1.032 2.035 -4.277 0.018
H 2.158 2.834 -3.230 0.066

Number 1: molar mass 204.66 u. Number 2: molar mass 225.24 u. Number 3: molar mass 381.55 u. Number 4: molar mass 597.21 u. Number 5: molar mass 185.18 u. Number 6: molar mass 172.14 u. Number 7: molar mass 444.65 u. Number 8: molar mass 334.70 u. Number 9: molar mass 134.18 u. Number 10: molar mass 166.18 u. Number 11: molar mass 198.25 u.